No. 1
{"formula": "C58H123F3N5O5S", "method": "ωB97M-V with the def2-TZVPD basis set", "species": ["C", "C", "O", "O", "H", "H", "H", "C", "C", "C", "C", "N", "C", "C", "C", "C", "C", "C", "C", "H", "H", "H", "H", "H", "H", "H", "H", "H", "H", "H", "H", "H", "H", "H", "H", "H", "H", "H", "H", "H", "H", "H", "H", "C", "C", "C", "C", "N", "C", "C", "C", "C", "C", "C", "C", "H", "H", "H", "H", "H", "H", "H", "H", "H", "H", "H", "H", "H", "H", "H", "H", "H", "H", "H", "H", "H", "H", "H", "H", "C", "C", "C", "C", "N", "C", "C", "C", "C", "C", "C", "C", "H", "H", "H", "H", "H", "H", "H", "H", "H", "H", "H", "H", "H", "H", "H", "H", "H", "H", "H", "H", "H", "H", "H", "H", "C", "C", "C", "C", "N", "C", "C", "C", "C", "C", "C", "C", "H", "H", "H", "H", "H", "H", "H", "H", "H", "H", "H", "H", "H", "H", "H", "H", "H", "H", "H", "H", "H", "H", "H", "H", "C", "C", "C", "C", "N", "C", "C", "C", "C", "C", "C", "C", "H", "H", "H", "H", "H", "H", "H", "H", "H", "H", "H", "H", "H", "H", "H", "H", "H", "H", "H", "H", "H", "H", "H", "H", "C", "F", "F", "F", "S", "O", "O", "O"], "xyz": [[5.17531, 3.26757, -2.95381], [5.86500, 1.91523, -3.01528], [6.93009, 1.79690, -3.67689], [5.32728, 0.88979, -2.50677], [5.11051, 3.64788, -1.93437], [4.16773, 3.30792, -3.36765], [5.70167, 4.08449, -3.44745], [1.51128, 0.77126, 2.01609], [0.14207, 0.53509, 1.35854], [0.25715, -0.23006, 0.04636], [-1.14647, -0.65756, -0.42823], [-1.19418, -1.32939, -1.89226], [-2.67065, -1.62698, -2.30739], [-3.15871, -0.29635, -2.70454], [-2.09123, 0.23125, -3.64976], [-0.81706, -0.40409, -3.12161], [-0.30592, -2.63613, -1.80193], [-0.77081, -3.63089, -0.75054], [-0.24910, -5.04005, -1.05515], [2.16410, 1.39576, 1.40624], [2.02780, -0.18019, 2.14281], [1.37048, 1.21138, 3.00330], [-0.31059, 1.50835, 1.16887], [-0.59014, 0.02642, 1.98560], [0.87945, -1.12258, 0.11165], [0.67481, 0.47235, -0.67495], [-1.75282, 0.22917, -0.61299], [-1.64220, -1.35258, 0.24949], [-2.64788, -2.42840, -3.04584], [-3.14011, -1.97710, -1.38808], [-4.07383, -0.38805, -3.28954], [-3.51762, 0.32739, -1.88587], [-2.12897, -0.16320, -4.66519], [-2.28065, 1.30343, -3.59831], [-0.34977, -1.10113, -3.81721], [-0.01934, 0.25270, -2.77465], [0.74476, -2.40693, -1.62407], [-0.33095, -3.08711, -2.79395], [-1.85335, -3.65851, -0.62633], [-0.48916, -3.34125, 0.26183], [-0.51506, -5.82306, -0.34505], [0.84011, -5.07878, -1.04046], [-0.56463, -5.43924, -2.01909], [-2.93316, 8.76270, -2.90562], [-1.87891, 7.73390, -3.41262], [-0.98858, 8.32896, -4.48595], [-1.74014, 8.50736, -5.83563], [-0.90069, 9.27462, -6.91805], [-0.69236, 10.76729, -6.64226], [-0.70373, 11.46513, -8.02417], [-1.01651, 10.43702, -9.09947], [-1.60942, 9.28717, -8.32502], [0.47579, 8.69598, -7.07713], [0.48363, 7.20631, -7.43983], [1.75197, 6.71263, -8.05297], [-2.51824, 9.75078, -2.70649], [-3.50424, 8.36364, -2.06734], [-3.69096, 8.93753, -3.66934], [-2.34151, 6.82763, -3.80349], [-1.20745, 7.48734, -2.59015], [-0.07432, 7.73806, -4.54121], [-0.54017, 9.23569, -4.07991], [-2.64971, 9.08890, -5.68532], [-1.97648, 7.62078, -6.42405], [0.14119, 10.90726, -5.95399], [-1.57121, 11.09722, -6.08829], [0.30290, 11.84082, -8.20761], [-1.32403, 12.36074, -7.98929], [-0.08848, 10.12500, -9.57854], [-1.72251, 10.90500, -9.78551], [-1.75046, 8.30871, -8.78418], [-2.65492, 9.52954, -8.13452], [1.06333, 8.94109, -6.19235], [0.90882, 9.23373, -7.92058], [-0.30301, 6.80557, -8.07913], [0.39967, 6.72175, -6.46708], [1.70809, 5.65218, -8.30121], [2.67188, 6.82243, -7.47868], [1.72247, 7.25673, -8.99699], [9.00717, 11.63470, -11.29335], [9.36240, 10.82070, -12.53631], [10.37218, 9.68317, -12.39629], [11.66891, 10.17065, -11.76823], [12.71870, 9.05953, -11.68628], [13.13981, 8.62814, -13.14230], [14.66993, 8.48498, -13.04751], [15.04328, 9.67897, -12.16507], [14.11182, 9.57474, -11.02202], [12.17079, 7.83772, -10.96976], [11.74496, 8.04032, -9.48673], [11.20364, 6.87953, -8.64608], [9.84954, 12.23598, -10.95135], [8.85245, 10.89494, -10.50791], [8.11805, 12.23922, -11.47254], [9.62413, 11.48678, -13.35846], [8.42836, 10.34156, -12.82975], [10.52693, 9.19912, -13.36057], [9.87722, 8.96907, -11.73813], [11.58998, 10.33699, -10.69389], [12.07420, 10.96528, -12.39465], [12.75411, 7.65344, -13.44110], [12.92400, 9.46473, -13.80687], [14.86694, 7.52679, -12.56674], [15.21994, 8.45398, -13.98806], [16.09189, 9.59684, -11.87908], [15.00004, 10.58632, -12.76753], [14.50427, 8.79227, -10.37254], [14.00365, 10.49058, -10.44097], [12.94673, 7.07526, -10.90133], [11.35350, 7.45406, -11.58045], [10.94231, 8.77652, -9.44366], [12.60599, 8.47654, -8.98032], [11.03649, 7.18856, -7.61427], [11.99711, 6.13248, -8.66703], [10.30607, 6.41803, -9.05779], [8.36164, -7.72669, -6.65062], [9.45225, -6.52541, -6.72597], [9.12054, -5.64102, -7.90123], [8.04602, -4.50425, -7.66470], [7.56552, -3.89214, -9.06376], [6.39752, -2.96269, -8.83286], [5.44836, -3.14301, -9.94703], [6.01204, -4.13154, -10.88021], [6.93552, -4.96787, -9.98943], [8.71960, -3.24850, -9.79468], [9.61853, -2.18725, -9.02486], [10.79530, -1.65416, -9.89224], [8.62679, -8.36727, -5.80952], [8.43532, -8.34916, -7.54236], [7.29795, -7.50121, -6.57432], [10.39743, -7.05923, -6.82479], [9.49230, -5.99901, -5.77235], [8.94814, -6.22931, -8.80250], [10.03739, -5.10382, -8.14395], [8.38865, -3.74060, -6.96645], [7.24674, -5.10319, -7.22823], [6.86288, -1.97740, -8.80549], [5.97836, -3.17414, -7.84914], [5.14139, -2.20025, -10.39988], [4.47942, -3.57015, -9.68859], [6.53008, -3.59164, -11.67283], [5.26787, -4.71433, -11.42304], [7.70638, -5.48694, -10.55904], [6.43428, -5.69715, -9.35303], [8.28715, -2.81525, -10.69656], [9.29724, -4.11872, -10.10636], [10.00977, -2.71885, -8.15743], [9.07643, -1.32471, -8.63723], [10.38912, -0.92839, -10.59677], [11.26406, -2.53957, -10.32169], [11.59217, -1.18022, -9.31910], [12.97941, -3.72721, 5.56685], [13.89893, -3.45517, 4.32360], [13.14603, -2.83799, 3.09995], [12.35412, -1.58841, 3.37386], [11.56361, -1.07919, 2.16296], [10.47265, -0.05490, 2.64061], [10.93078, 1.33921, 2.20051], [12.43913, 1.16244, 1.99517], [12.45391, -0.18899, 1.22982], [10.90066, -2.17737, 1.32554], [9.91586, -3.09240, 2.20289], [8.98413, -3.99672, 1.38617], [12.67528, -2.81426, 6.07883], [13.48814, -4.29372, 6.34682], [12.03091, -4.19473, 5.30249], [14.31345, -4.42343, 4.04299], [14.82068, -2.93010, 4.57417], [12.55463, -3.64763, 2.67235], [13.85423, -2.61702, 2.30137], [12.93209, -0.72655, 3.70738], [11.61466, -1.85288, 4.12974], [9.48001, -0.19897, 2.21398], [10.42075, 0.07276, 3.72187], [10.28974, 1.67437, 1.38514], [10.67026, 2.05330, 2.98173], [12.89376, 1.97804, 1.43285], [13.13358, 1.22283, 2.83314], [11.86957, -0.05387, 0.31966], [13.40702, -0.66708, 1.00376], [11.69266, -2.68908, 0.77876], [10.35333, -1.55785, 0.61511], [9.17095, -2.56788, 2.80129], [10.57413, -3.74591, 2.77535], [9.60508, -4.67269, 0.79830], [8.25045, -3.50048, 0.75089], [8.40301, -4.55711, 2.11853], [7.44302, 10.81119, -0.86606], [8.68436, 10.45125, -1.21009], [6.81861, 9.72061, -0.30514], [7.50496, 11.77853, 0.12643], [6.51329, 11.55427, -2.46418], [5.13152, 11.29828, -2.18424], [6.85238, 12.98735, -2.57449], [7.06761, 10.83987, -3.61002]], "e_tot_ha": -3630.40383, "total_charge": 3, "mol_weight_g_mol": 1059.71, "de_lowest_kcal_mol": 197.80}

=====

No. 2
{"formula": "C58H126B4F22N6O4PS2", "method": "ωB97M-V with the def2-TZVPD basis set", "species": ["C", "C", "C", "N", "C", "C", "C", "C", "C", "H", "H", "H", "H", "H", "H", "H", "H", "H", "H", "H", "H", "H", "H", "H", "H", "H", "H", "C", "C", "C", "N", "C", "C", "C", "C", "C", "H", "H", "H", "H", "H", "H", "H", "H", "H", "H", "H", "H", "H", "H", "H", "H", "H", "H", "C", "C", "C", "N", "C", "C", "C", "C", "C", "H", "H", "H", "H", "H", "H", "H", "H", "H", "H", "H", "H", "H", "H", "H", "H", "H", "H", "C", "C", "C", "N", "C", "C", "C", "C", "C", "H", "H", "H", "H", "H", "H", "H", "H", "H", "H", "H", "H", "H", "H", "H", "H", "H", "H", "C", "C", "C", "N", "C", "C", "C", "C", "C", "H", "H", "H", "H", "H", "H", "H", "H", "H", "H", "H", "H", "H", "H", "H", "H", "H", "H", "C", "C", "C", "C", "P", "C", "C", "C", "C", "C", "C", "C", "C", "C", "C", "C", "C", "H", "H", "H", "H", "H", "H", "H", "H", "H", "H", "H", "H", "H", "H", "H", "H", "H", "H", "H", "H", "H", "H", "H", "H", "H", "H", "H", "H", "H", "H", "H", "H", "H", "H", "H", "H", "C", "F", "F", "F", "S", "O", "O", "N", "S", "O", "O", "C", "F", "F", "F", "B", "F", "F", "F", "F", "B", "F", "F", "F", "F", "B", "F", "F", "F", "F", "B", "F", "F", "F", "F"], "xyz": [[3.00642, 1.86174, -7.74689], [2.95995, 2.13929, -6.22147], [2.15511, 3.40174, -5.76094], [1.78022, 3.40047, -4.27987], [0.99291, 2.21364, -3.87034], [0.96775, 4.73118, -4.08611], [1.31900, 5.22413, -2.67926], [2.18427, 4.07602, -2.10805], [2.93298, 3.54885, -3.32165], [3.63567, 0.96276, -7.87517], [3.48098, 2.65478, -8.33508], [1.98511, 1.73688, -8.13178], [3.97309, 2.20581, -5.84550], [2.50589, 1.28344, -5.71311], [1.20550, 3.42454, -6.34315], [2.67115, 4.33084, -5.84031], [1.72339, 1.52606, -3.37375], [0.55328, 1.80901, -4.78527], [0.25986, 2.49561, -3.11365], [-0.08994, 4.61030, -4.32330], [1.43920, 5.41835, -4.78818], [0.45583, 5.43658, -2.03046], [1.89612, 6.17083, -2.69774], [1.59278, 3.29808, -1.66054], [2.88696, 4.45147, -1.40546], [3.46455, 2.64773, -3.09978], [3.57499, 4.32250, -3.66787], [2.23690, -2.77486, -1.18738], [2.80618, -1.58456, -0.40941], [1.67505, -1.07625, 0.45148], [1.85998, 0.28538, 1.11284], [3.01375, 0.47692, 2.06767], [0.52531, 0.55143, 1.84510], [-0.47835, 0.95956, 0.74559], [0.33446, 1.48396, -0.42030], [1.77842, 1.36247, 0.00822], [1.30205, -2.48666, -1.61579], [2.02755, -3.65013, -0.57861], [2.90818, -2.99679, -2.01035], [3.13324, -0.87912, -1.17615], [3.62659, -1.86026, 0.24005], [1.46306, -1.74293, 1.31499], [0.80969, -0.96220, -0.18024], [3.93975, 0.56422, 1.48644], [2.95650, -0.30469, 2.80489], [2.89598, 1.45208, 2.53116], [0.73553, 1.43653, 2.45039], [0.27706, -0.32993, 2.40522], [-1.12366, 1.66405, 1.27341], [-1.06907, 0.08117, 0.50812], [0.10377, 2.56184, -0.50417], [0.09295, 0.98696, -1.36016], [2.08841, 2.27228, 0.49984], [2.51406, 1.09921, -0.74068], [0.46413, -6.19547, 0.10435], [-0.25935, -5.34124, 1.12091], [-0.22171, -5.97259, 2.51779], [-1.37739, -5.65385, 3.49380], [-1.55254, -4.13096, 3.50617], [-1.05032, -6.13904, 4.85185], [-1.54343, -7.59757, 4.88977], [-2.38083, -7.79359, 3.62350], [-2.69503, -6.33727, 3.13830], [1.52121, -6.43110, 0.35240], [0.44473, -5.56985, -0.81331], [-0.08276, -7.12363, -0.11000], [-1.28955, -5.18962, 0.80522], [0.25219, -4.37752, 1.20103], [0.62017, -5.62474, 3.09443], [-0.10204, -7.04919, 2.43314], [-1.68726, -3.72149, 2.48281], [-0.69846, -3.58030, 3.93276], [-2.37341, -3.97567, 4.18719], [-1.60037, -5.56741, 5.57863], [0.00268, -5.97222, 5.00643], [-2.10383, -7.71497, 5.79047], [-0.66637, -8.22414, 4.86849], [-3.31078, -8.28958, 3.78227], [-1.89599, -8.30003, 2.80381], [-3.42599, -5.87018, 3.77598], [-3.02379, -6.23145, 2.08992], [7.25722, -6.31558, 1.54244], [6.18819, -6.62702, 0.54944], [6.73937, -6.34074, -0.83437], [5.81957, -6.53136, -2.01210], [5.35140, -7.98326, -1.98108], [6.55230, -6.21747, -3.29599], [6.51462, -4.69489, -3.40968], [5.14662, -4.31701, -2.78139], [4.65320, -5.52415, -1.96036], [7.59338, -5.27337, 1.43775], [8.14997, -6.91496, 1.51854], [6.81476, -6.32948, 2.51236], [5.32964, -5.94968, 0.76520], [5.82929, -7.64479, 0.63478], [7.52610, -7.03034, -1.10790], [7.14186, -5.30943, -0.90327], [6.21703, -8.62274, -1.93704], [4.80652, -8.23095, -2.88412], [4.68617, -8.18157, -1.14978], [6.00177, -6.70913, -4.07871], [7.56091, -6.63835, -3.27584], [6.58136, -4.36618, -4.44811], [7.36981, -4.30965, -2.89040], [4.41993, -3.98493, -3.55619], [5.38198, -3.45316, -2.18889], [3.79480, -5.98405, -2.42634], [4.34922, -5.23534, -0.96650], [-4.00576, 1.40181, -4.26752], [-3.38810, 0.54342, -5.37362], [-3.32823, -0.97669, -5.02509], [-2.36047, -1.78005, -5.86251], [-2.58332, -1.58529, -7.32901], [-2.43246, -3.31297, -5.60220], [-1.02413, -3.85395, -5.73687], [-0.12627, -2.63978, -5.97077], [-0.89462, -1.46505, -5.43603], [-4.95987, 1.07950, -3.79179], [-4.27604, 2.38447, -4.57418], [-3.35885, 1.43037, -3.41034], [-2.38235, 0.93498, -5.53329], [-3.93380, 0.62995, -6.32943], [-4.34011, -1.43611, -5.08481], [-3.03392, -1.07688, -3.98311], [-3.65069, -1.74159, -7.49460], [-2.03470, -2.24056, -7.97917], [-2.30133, -0.56658, -7.59800], [-3.19032, -3.66846, -6.28706], [-2.79627, -3.44680, -4.58677], [-0.88604, -4.60234, -6.48424], [-0.77309, -4.29132, -4.78800], [0.15977, -2.47861, -6.99053], [0.81840, -2.76135, -5.42916], [-0.78003, -0.46872, -5.82564], [-0.87820, -1.38759, -4.33103], [-4.17028, 9.44836, 4.92215], [-4.05816, 8.73212, 3.61535], [-3.34431, 7.38909, 3.70427], [-4.20065, 6.35076, 4.45668], [-3.66277, 4.63037, 4.04864], [-4.91847, 3.53191, 4.73506], [-6.34782, 3.81177, 4.20031], [-7.44325, 3.07619, 4.94447], [-7.16464, 1.57189, 5.09528], [-3.61147, 4.63015, 2.31553], [-3.68598, 3.24789, 1.61519], [-3.85952, 3.22196, 0.08836], [-3.99981, 1.78477, -0.41247], [-2.09901, 4.11005, 4.71405], [-1.61363, 2.79276, 4.12795], [-0.55811, 2.18089, 5.01965], [0.60797, 3.08413, 5.31255], [-4.84106, 8.90325, 5.56315], [-4.62992, 10.41014, 4.80583], [-3.22918, 9.54899, 5.42375], [-3.64196, 9.42657, 2.88832], [-5.05814, 8.49037, 3.27417], [-2.37179, 7.47778, 4.17209], [-3.04789, 7.10109, 2.70084], [-5.21558, 6.29809, 4.11431], [-4.15712, 6.52420, 5.53992], [-4.86516, 3.72620, 5.82243], [-4.57456, 2.49978, 4.57689], [-6.39977, 3.47432, 3.17077], [-6.56286, 4.90474, 4.23142], [-8.42588, 3.34042, 4.51903], [-7.48407, 3.46300, 5.96666], [-7.22700, 1.06841, 4.14030], [-7.86097, 1.15208, 5.79721], [-6.18691, 1.37348, 5.39605], [-2.65750, 5.09617, 2.04137], [-4.48622, 5.26142, 2.01606], [-4.48970, 2.67429, 2.02867], [-2.83595, 2.68351, 1.82053], [-3.02668, 3.73803, -0.43604], [-4.79445, 3.74797, -0.22756], [-4.53146, 1.15060, 0.30054], [-2.96144, 1.37202, -0.59943], [-4.58525, 1.77279, -1.32288], [-2.22146, 3.98971, 5.78218], [-1.45664, 4.96869, 4.44460], [-1.14676, 3.03099, 3.18551], [-2.45541, 2.06231, 4.05625], [-0.22936, 1.26588, 4.57039], [-0.99545, 1.72804, 5.87548], [1.35267, 2.59013, 5.88702], [0.34238, 4.07394, 5.71216], [1.10787, 3.34792, 4.35152], [-0.41115, 7.40487, 0.94275], [-0.08342, 7.93303, 2.11722], [-1.73058, 7.53081, 0.80452], [0.28869, 8.01821, -0.06244], [-0.15287, 5.60261, 1.08496], [-0.49970, 5.32082, 2.45928], [-0.97947, 5.00963, 0.05663], [1.34954, 5.53454, 0.52099], [2.46033, 4.78439, 1.42515], [1.80892, 3.76743, 2.19098], [3.60583, 4.42900, 0.67283], [3.02517, 6.04574, 2.64933], [2.06923, 6.10721, 3.65984], [4.21274, 5.71293, 3.14403], [3.07649, 7.26730, 2.16681], [-1.25422, -3.23883, -2.03864], [-0.94206, -1.83148, -2.25501], [-0.23733, -4.04242, -2.59904], [-1.30188, -3.50886, -0.70870], [-2.41577, -3.52323, -2.77456], [4.57090, -0.10992, -3.52015], [4.99506, -1.15011, -2.71182], [5.55506, 0.77318, -3.61081], [4.13494, -0.48881, -4.80209], [3.48323, 0.46742, -2.92432], [2.64809, -3.79258, 2.82567], [3.77760, -3.04673, 3.07524], [2.61645, -5.00869, 3.45585], [1.57156, -3.03497, 3.13736], [2.61416, -3.97865, 1.44451], [-3.35614, -0.45254, 3.87534], [-3.95111, -1.67621, 3.54722], [-4.35941, 0.57153, 3.78308], [-2.86031, -0.44455, 5.16296], [-2.29461, -0.18628, 2.97929]], "e_tot_ha": -6349.87765, "total_charge": 1, "mol_weight_g_mol": 1528.00}